Molecular formula: C2H4N2O2
Method: DFT, the ωB97M-V functional and the def2-TZVPD basis

Properties
* LUMO level: -0.26 eV
* calculated total energy: -9209.2461 eV
* SMILES string: N/C(C=O)=N\O
* HOMO level: -9.9 eV

Structure (ORCA input):
```
! RIJCOSX wB97M-V def2-TZVPD def2/J DEFGRID3
* xyz 0 1
H 0.989 1.950 1.045
N 0.602 -0.926 -0.106
H -1.951 1.323 -0.302
C -0.066 0.174 0.082
O -1.967 -0.810 0.035
H 2.244 0.111 -0.298
O 1.951 -0.803 0.033
H 0.016 2.151 -0.821
C -1.511 0.265 0.038
N 0.583 1.602 -0.021
*
```

Molecular formula: CH3F2N4O
Method: DFT, the ωB97M-V functional and the def2-TZVPD basis

Properties
* LUMO level (spin up / spin down): -5.61 / -5.61 eV
* calculated total energy: -14510.9164 eV
* HOMO level (spin up / spin down): -15.9 / -15.9 eV

Structure (ORCA input):
```
! RIJCOSX wB97M-V def2-TZVPD def2/J DEFGRID3
* xyz 1 1
N 0.350 -0.294 0.975
F 2.592 0.385 0.913
H 0.638 -0.890 1.795
F 1.729 -1.022 -0.696
C -1.768 -0.618 -0.119
N 0.796 1.315 -0.599
O -2.776 -0.600 -0.778
N 1.129 0.325 -0.031
H 1.415 1.775 -1.299
H -3.292 0.241 -0.687
N -0.815 -0.616 0.527
*
```

Molecular formula: C34H66F3NO14
Method: DFT, the ωB97M-V functional and the def2-TZVPD basis

Properties
* LUMO level: 0.32 eV
* calculated total energy: -74633.4504 eV
* SMILES string: CCCO[C@](CCOC(C)=O)(OCCOC(F)(F)F)[C@@H](CC(=O)OC(C)=O)O[C@@H](COCCOCCOCC)NCC.CCOCC.CCOCC
* HOMO level: -9.4 eV

Structure (ORCA input):
```
! RIJCOSX wB97M-V def2-TZVPD def2/J DEFGRID3
* xyz 0 1
H 4.134 -4.742 -1.048
H 0.797 -3.245 2.041
H -2.243 5.283 7.265
H -0.508 1.153 -1.748
H -1.215 0.701 1.129
C 2.308 -1.577 -1.082
O -3.574 0.802 4.680
C 5.937 2.613 -0.622
H 4.192 -1.062 -0.155
C -0.005 -3.132 -5.896
H 5.030 3.192 -0.448
C 1.225 -1.893 -8.310
H -2.523 2.488 4.047
H 0.813 2.745 -1.134
H 0.335 -3.884 -6.609
O 0.596 -1.171 -7.268
C -3.631 1.639 -0.517
O -3.886 -2.194 -2.241
H -0.250 -1.093 -3.319
H -0.788 -1.133 -5.833
H 3.385 1.257 -1.782
H 2.883 0.066 0.097
H -1.289 -2.039 -7.247
C -0.936 -5.347 2.153
O 0.016 -5.015 1.263
H -1.483 2.281 0.399
O -2.797 5.385 5.269
C 0.289 -2.314 -9.430
H 0.350 3.203 1.155
H 1.757 -2.764 -7.910
C -2.959 -1.126 3.284
H -5.209 2.470 0.690
H 2.282 1.548 2.428
C -0.164 1.016 -0.717
C 4.530 -3.738 -0.915
H -3.957 5.266 6.889
O -2.552 0.737 -0.438
O 2.737 -2.421 -2.097
C -0.993 -2.490 -1.977
C -4.525 1.618 0.719
H -4.239 1.312 -1.362
O -3.738 1.668 1.892
N 0.922 1.965 -0.500
H -3.885 7.675 6.268
H -2.160 7.742 6.637
C -1.607 5.869 4.675
H -3.148 -2.072 3.787
O 5.312 0.494 -1.561
H 2.045 3.107 0.796
C 3.354 -0.568 -0.640
H -0.503 -3.035 0.862
H -0.298 4.302 5.377
C 5.718 1.771 -1.847
H 2.138 -4.351 0.143
O 5.884 2.164 -2.980
O 1.955 -2.273 0.116
H -4.300 -3.468 0.010
C 1.042 -0.843 -1.628
H -4.104 -1.800 0.589
H 6.464 -3.182 -0.090
C 4.088 -2.874 -2.092
F -0.441 -6.202 3.072
C 1.137 2.505 0.851
H -2.129 -0.523 5.170
H -0.479 -3.008 -9.086
H 1.240 0.432 1.565
H 4.779 -2.038 -2.215
H -3.293 2.654 -0.751
O -1.158 -3.693 -2.133
C -0.333 5.393 5.352
C -2.515 -0.047 4.268
C -3.606 -2.641 0.112
H 4.175 -3.331 0.026
H 4.175 -3.478 -2.994
H 0.776 -2.482 -3.050
F -1.439 -4.283 2.815
C 3.888 0.292 -1.776
H -3.866 -0.816 2.775
H -2.746 -2.928 0.709
H -1.638 5.495 3.650
C -4.354 2.355 2.970
H -3.315 7.420 7.925
H -4.375 3.430 2.752
C 6.070 -3.817 -0.882
C 1.396 -3.562 0.008
C 1.310 1.444 1.947
C 0.176 -1.739 -2.546
F -1.966 -5.963 1.543
H 1.982 -1.214 -8.701
H -5.114 0.696 0.711
H 6.133 1.994 0.247
C 0.370 -3.636 1.117
O -1.878 -1.723 -1.317
H 0.536 5.756 4.803
H -0.252 5.756 6.377
H 6.418 -4.828 -0.692
H 0.906 -3.746 -0.944
H -1.711 0.543 3.832
C -3.009 5.736 6.625
H -0.838 -3.557 -5.335
C -0.441 -1.848 -6.580
H 3.762 -0.180 -2.749
C -3.543 2.136 4.219
O 0.304 -0.311 -0.542
H 1.387 -0.015 -2.249
C -3.095 7.232 6.874
H 0.816 -2.937 -5.208
H -3.971 2.763 5.003
H -2.191 -1.304 2.532
H -1.624 6.963 4.612
H 6.758 3.299 -0.810
H 0.568 1.581 2.728
H -0.211 -1.443 -9.857
C -1.374 1.221 0.184
H 0.854 -2.812 -10.218
H -5.382 2.012 3.114
H 6.513 -3.459 -1.810
C -3.192 -2.224 -1.258
*
```

Molecular formula: C3H4Cl3N4
Method: DFT, the ωB97M-V functional and the def2-TZVPD basis

Properties
* LUMO level: -5.01 eV
* calculated total energy: -46694.5589 eV
* SMILES string: NN1C(Cl)=NC(Cl)=[NH+][C@@H]1Cl
* HOMO level: -14.0 eV

Structure (ORCA input):
```
! RIJCOSX wB97M-V def2-TZVPD def2/J DEFGRID3
* xyz 1 1
N 0.778 -1.173 -0.645
H 1.226 -0.704 -1.366
C -0.669 0.974 -0.243
N -2.780 -1.120 -0.062
H 0.045 1.397 0.525
H 0.681 -2.152 -0.808
N -0.447 -0.728 -0.454
C -1.527 -1.496 -0.328
Cl -0.353 1.626 -2.040
H -2.174 1.935 0.758
Cl -1.261 -3.165 -0.562
N -1.940 1.079 0.303
Cl -4.482 0.635 0.615
C -2.906 0.128 0.275
*
```

Molecular formula: C19H26N4O5
Method: DFT, the ωB97M-V functional and the def2-TZVPD basis

Properties
* LUMO level: 0.46 eV
* calculated total energy: -36324.4930 eV
* SMILES string: CCCCn1c(N)c(N(CC)C(=O)c2cc(OC)cc(OC)c2)c(=O)[nH]c1=O
* HOMO level: -8.4 eV

Structure (ORCA input):
```
! RIJCOSX wB97M-V def2-TZVPD def2/J DEFGRID3
* xyz 0 1
H 1.352 3.067 -0.552
C -2.451 -1.571 -3.935
H 4.899 3.105 2.699
C 0.643 -4.538 0.590
H -3.564 1.652 -2.042
C 0.549 -1.212 0.016
C -3.075 1.098 -0.011
H 5.438 1.784 1.664
H -3.058 -2.427 -3.624
H 0.388 1.192 2.214
C 0.773 0.037 0.559
O -2.874 -0.386 -3.297
C 1.660 0.854 -1.527
H 1.701 -0.547 -2.979
C 3.310 1.798 2.039
N -0.086 -2.196 0.823
O -1.997 -2.872 1.833
O 2.121 1.742 -2.204
H -4.965 2.917 -0.600
H 0.306 -3.450 2.419
H 3.632 2.375 -0.010
C -2.748 -0.303 -1.948
N 1.452 -0.404 -2.006
C 0.708 -3.261 1.419
C 0.870 -1.494 -1.353
H 3.183 0.734 1.827
H -1.878 -2.238 -1.555
H 0.784 2.643 1.070
C -2.099 -1.084 0.223
H -3.368 3.673 -0.862
O -3.444 2.238 0.637
H -4.302 4.044 0.609
H 3.065 3.680 1.028
N 0.518 0.256 1.875
C -1.429 -2.147 1.044
H -2.479 0.255 1.862
C 2.948 2.619 0.804
H 1.305 -5.290 1.011
H -2.592 -1.396 -5.000
H 1.737 -2.904 1.504
C -4.052 3.266 -0.110
H -0.374 -4.923 0.595
H -0.016 -0.464 2.336
N 1.299 1.051 -0.197
H 0.934 -4.334 -0.436
O 0.684 -2.528 -1.963
C -3.169 0.902 -1.378
H 5.000 1.466 3.343
C -2.218 -1.302 -1.145
C 1.519 2.403 0.301
H 2.643 2.059 2.864
C 4.751 2.054 2.463
C -2.537 0.092 0.797
H -1.398 -1.785 -3.735
*
```

Molecular formula: C31H34ClN5O4V
Method: DFT, the ωB97M-V functional and the def2-TZVPD basis

Properties
* LUMO level (spin up / spin down): -8.64 / -7.95 eV
* calculated total energy: -86535.2256 eV
* HOMO level (spin up / spin down): -12.8 / -12.8 eV

Structure (ORCA input):
```
! RIJCOSX wB97M-V def2-TZVPD def2/J DEFGRID3
* xyz 2 2
Cl -8.016 -4.619 3.047
H -6.542 0.065 3.509
C -4.522 -0.481 3.979
H 0.008 -7.455 1.142
H -3.828 -6.373 -1.394
C -3.880 0.647 1.512
H -1.327 -2.423 0.380
H -4.591 -2.464 0.407
H 0.585 -6.302 -0.042
C -6.963 -5.492 0.715
C -6.954 -4.502 1.686
H 4.858 3.442 -1.448
H 6.246 1.872 -0.193
C 0.971 1.572 0.112
N -0.057 -3.781 -0.636
H -7.645 -6.326 0.802
H -3.250 -4.727 0.789
H 7.010 -0.911 1.986
H 0.365 2.328 -0.381
C -2.073 -5.331 -0.667
C -5.210 -4.321 -0.488
H -3.599 -7.355 0.409
C -0.246 -6.528 0.627
H -2.661 -6.697 1.761
O -2.389 -4.475 0.434
H -6.115 -2.645 2.331
H 7.066 0.853 1.770
C -2.600 -7.283 0.842
C 4.380 2.685 -0.843
H -1.494 -3.832 -2.113
C -5.512 0.071 3.175
H -2.872 -5.648 -2.645
C -1.002 -4.551 -1.458
H -2.271 -7.973 -1.775
C -1.343 -7.697 -1.276
C -4.238 -4.283 -1.650
V 1.051 -0.797 1.911
H -4.799 -4.309 -2.586
C 2.999 2.623 -0.785
H -3.697 -3.333 -1.645
C -3.205 -0.471 3.559
C -1.566 -6.704 -0.131
H -2.301 -8.292 1.129
O 2.594 -0.201 1.467
C -6.092 -5.393 -0.358
C 2.396 1.643 0.006
C -3.266 -5.474 -1.641
H 2.388 3.323 -1.340
H -3.617 1.090 0.560
N 1.283 -4.011 -0.681
O 5.255 -0.110 1.388
C -2.883 0.101 2.327
C -5.194 0.626 1.938
H -6.111 -6.169 -1.115
H 2.845 -3.052 0.344
N -1.067 0.850 0.906
C -5.244 -3.328 0.487
C -1.503 0.170 1.895
O -0.565 -0.560 2.582
C 6.693 -0.086 1.360
H -0.329 -5.745 1.386
H -4.779 -0.911 4.938
C 4.598 0.797 0.668
H -0.399 -5.213 -2.072
C -0.333 -2.780 0.173
H -0.649 -7.320 -2.031
C -6.105 -3.416 1.574
N 0.322 0.683 0.798
H -5.971 1.046 1.315
H -0.906 -8.613 -0.877
N 0.816 -2.331 0.699
C 1.792 -3.147 0.137
C 5.170 1.791 -0.131
H -2.432 -0.891 4.185
H 7.055 -0.233 0.343
C 3.206 0.755 0.720
*
```

Molecular formula: C3H9NO3S
Method: DFT, the ωB97M-V functional and the def2-TZVPD basis

Properties
* LUMO level (spin up / spin down): 0.74 / -3.42 eV
* calculated total energy: -21718.1172 eV
* HOMO level (spin up / spin down): -5.7 / -10.1 eV

Structure (ORCA input):
```
! RIJCOSX wB97M-V def2-TZVPD def2/J DEFGRID3
* xyz 0 3
O -1.476 -1.616 -0.671
H 1.390 0.142 1.753
H 1.712 1.739 1.072
H 1.696 1.594 -1.762
C 0.806 0.928 -1.530
H 0.928 -0.158 -1.577
H -0.068 1.384 -2.184
N -0.901 1.045 0.288
O -1.520 -1.023 1.734
H -1.655 -0.063 1.270
S -0.536 -1.829 0.756
C 1.443 0.682 0.837
H 2.263 0.280 0.156
O -0.710 -3.176 1.138
H -1.522 1.429 -0.325
C 0.287 0.914 -0.112
H -2.137 -2.272 -0.840
*
```

Molecular formula: C29H22F5O2PSSr
Method: DFT, the ωB97M-V functional and the def2-TZVPD basis

Properties
* LUMO level: -0.08 eV
* calculated total energy: -69072.0129 eV
* HOMO level: -7.0 eV

Structure (ORCA input):
```
! RIJCOSX wB97M-V def2-TZVPD def2/J DEFGRID3
* xyz 0 1
H 3.424 -0.515 2.430
C 1.582 0.515 2.845
C 0.407 0.496 3.603
H -0.331 1.284 3.474
F -1.976 -3.800 3.839
H -0.431 3.858 0.180
H 2.517 2.190 4.558
C -3.522 -2.140 4.297
H 4.315 3.436 2.053
F -5.079 -0.442 4.801
C 1.949 3.321 2.818
P 1.772 1.907 1.671
C -2.001 -1.925 2.400
H -2.053 4.374 -2.347
F -2.219 0.074 1.128
H -0.085 5.035 -1.105
Sr 0.136 -0.343 -0.132
C 1.116 -1.521 4.695
H -2.398 2.079 -2.623
F -3.955 -2.850 5.340
C 6.040 1.532 -0.147
C -2.502 -2.621 3.499
C 5.049 0.614 -0.463
H 0.928 -2.321 5.400
C -2.624 -0.710 2.179
C 0.274 2.945 -1.615
C 2.514 -0.506 3.016
H 2.396 6.438 5.081
H 2.789 4.170 5.991
H 1.211 2.646 -1.149
C -4.097 -0.913 4.032
H -2.665 4.181 -0.706
O -0.635 1.823 -1.557
S -0.655 -2.546 1.451
H 2.990 -2.327 4.039
H 6.524 3.276 1.021
C 1.727 4.602 2.315
C 1.892 5.723 3.120
C 5.761 2.551 0.757
C 2.272 -1.525 3.931
H 7.024 1.455 -0.594
C 2.492 4.296 4.958
H -2.585 1.812 -0.884
C -3.641 -0.189 2.955
C 3.490 1.741 0.996
C 2.336 3.178 4.148
C 2.659 -0.251 -0.299
C 4.501 2.645 1.336
C 2.273 5.569 4.446
F -4.181 1.001 2.670
O 3.023 -1.347 -0.768
C -0.479 4.040 -0.894
C 3.777 0.720 0.088
C 0.185 -0.501 4.538
H 1.434 4.729 1.278
H 1.717 6.712 2.714
C -1.909 3.837 -1.410
H -0.725 -0.496 5.127
H 0.459 3.204 -2.660
H 5.235 -0.210 -1.143
C -1.994 2.323 -1.643
*
```